# 1
The molecule C5H7NO. Source: the Open Molecules 2025 dataset; level of theory: wB97M-V/def2-TZVPD.

Geometry as XYZ:
```
14
C5H7NO, DFT wB97M-V/def2-TZVPD
C 0.357 -1.989 -0.162
C -0.004 -0.557 0.146
C 0.932 0.524 0.176
C 0.293 1.756 0.012
N 0.582 2.979 0.048
O -1.216 1.313 -0.207
C -1.268 0.034 -0.205
H -0.497 -2.663 -0.046
H 0.729 -2.063 -1.186
H 1.151 -2.320 0.510
H 1.989 0.427 0.355
H -0.133 3.634 -0.233
H -0.705 -0.583 1.128
H -2.211 -0.491 -0.336
```

The value obtained for the energy above the lowest of the compared OMol25 structures with the same formula, charge and spin is 78.8 kcal per mole. The multiplicity is 1. The calculation puts the LUMO energy at 0.315 eV. The charge is 0. The orbital gap is 7.49 eV.

# 2
The molecule C4H5NO. Source: the Open Molecules 2025 dataset; level of theory: wB97M-V/def2-TZVPD.

Geometry as XYZ:
```
11
C4H5NO, DFT wB97M-V/def2-TZVPD
O -1.530 -1.022 0.763
C -0.752 -0.044 0.293
C 0.909 0.319 0.036
C 0.047 0.884 1.140
C -0.037 0.020 -0.971
N -0.078 -0.474 -2.158
H -1.542 -1.707 0.063
H 0.918 -0.515 -2.443
H 1.963 0.066 0.003
H 0.186 0.505 2.174
H -0.086 1.967 1.100
```

The value obtained for the energy above the lowest of the compared OMol25 structures with the same formula, charge and spin is 76.5 kcal per mole. The multiplicity is 1. As for the SMILES: [H]/N=C1\[C@H]2C[C@@]12O. The calculation puts the LUMO energy at 0.799 eV. The charge is 0. The orbital gap is 9.03 eV.

# 3
A structure of composition C10H30FHfN2O4 in a non-equilibrium geometry. Source: the Open Molecules 2025 dataset; level of theory: wB97M-V/def2-TZVPD.

Geometry as XYZ:
```
48
C10H30FHfN2O4, DFT wB97M-V/def2-TZVPD
Hf 0.298 0.856 -0.996
F -1.240 -0.228 0.140
C -3.984 -0.797 2.055
O -3.745 -1.314 0.746
H -3.156 -1.087 2.712
H -4.054 0.293 2.006
H -4.865 -1.243 2.508
H -2.903 -0.953 0.460
C -0.809 1.794 2.178
O 0.094 2.244 1.125
H -0.581 2.329 3.099
H -1.871 1.834 1.946
H -0.572 0.751 2.383
H 0.370 3.140 1.378
C 2.166 -0.421 3.110
C 2.437 0.269 1.802
C 3.879 -0.042 1.354
O 4.204 0.601 0.149
C 5.400 1.415 0.251
N 1.561 -0.324 0.679
H 2.400 -1.490 3.092
H 1.130 -0.371 3.455
H 2.767 0.034 3.898
H 2.400 1.357 1.855
H 3.975 -1.123 1.154
H 4.617 0.125 2.142
H 5.674 1.869 -0.696
H 6.248 0.804 0.563
H 5.216 2.165 1.022
H 1.065 -1.040 1.223
H 2.299 -0.938 0.301
C -3.450 0.268 -3.772
C -2.385 -0.068 -2.732
C -1.268 -1.022 -3.246
O -0.272 -1.139 -2.225
C -0.124 -2.462 -1.656
N -1.704 1.222 -2.286
H -2.966 0.632 -4.682
H -4.215 0.971 -3.441
H -3.985 -0.660 -3.981
H -2.858 -0.546 -1.872
H -0.869 -0.581 -4.164
H -1.727 -1.959 -3.557
H -1.086 -2.904 -1.385
H 0.477 -2.386 -0.754
H 0.293 -3.239 -2.301
H -2.555 1.623 -1.865
H -1.724 1.742 -3.175
```

The multiplicity is 1. The calculation puts the LUMO energy at -13.677 eV. The charge is +3. The orbital gap is 3.96 eV.

# 4
A cluster of 3 separate species, C4H12O4 in total in a non-equilibrium geometry. Source: the Open Molecules 2025 dataset; level of theory: wB97M-V/def2-TZVPD.

Geometry as XYZ:
```
20
C4H12O4, DFT wB97M-V/def2-TZVPD
O 0.581 -1.977 -0.588
C 1.210 -0.992 -0.880
C 1.085 0.344 -0.166
C 1.287 0.158 1.345
C 0.386 1.218 2.033
O -0.959 0.777 2.043
H 1.966 -1.103 -1.690
H 1.835 1.060 -0.496
H 0.072 0.622 -0.423
H 1.016 -0.802 1.784
H 2.360 0.270 1.538
H 0.421 2.220 1.592
H 0.670 1.269 3.086
H -1.383 0.925 1.176
H -1.781 -0.320 -1.048
H -3.169 -0.211 -0.272
O -2.402 0.288 -0.595
H -1.738 -1.094 -3.181
H -0.465 -1.726 -2.656
O -0.992 -0.927 -2.600
```

The value obtained for the energy above the lowest of the compared OMol25 structures with the same formula, charge and spin is 26.6 kcal per mole. The multiplicity is 1. As for the SMILES: O=CCCCO.O.O. The calculation puts the LUMO energy at 0.553 eV. The charge is 0. The orbital gap is 10.25 eV.

# 5
The molecule C6H7ClS in a non-equilibrium geometry. Source: the Open Molecules 2025 dataset; level of theory: wB97M-V/def2-TZVPD.

Geometry as XYZ:
```
15
C6H7ClS, DFT wB97M-V/def2-TZVPD
C -0.034 -0.703 -0.457
C 1.175 0.216 -0.032
C 0.487 1.286 0.724
C -0.528 0.282 1.520
C -0.796 -0.745 0.822
C -0.651 -0.379 -1.931
H 1.886 -0.425 0.657
H 1.740 0.747 -0.926
H 1.086 1.882 1.295
H -0.157 1.809 -0.027
H -0.986 0.259 2.524
H -1.447 -1.461 1.254
H 0.098 0.048 -2.942
S -2.367 -0.364 -1.943
Cl 0.492 -2.451 -0.539
```

The value obtained for the energy above the lowest of the compared OMol25 structures with the same formula, charge and spin is 72.2 kcal per mole. The multiplicity is 1. As for the SMILES: S=C[C@]1(Cl)C=CCC1. The calculation puts the LUMO energy at -0.945 eV. The charge is 0. The orbital gap is 8.08 eV.

# 6
A cluster of 2 separate species, C32H30N2O6S2 in total in a non-equilibrium geometry. Source: the Open Molecules 2025 dataset; level of theory: wB97M-V/def2-TZVPD.

Geometry as XYZ:
```
72
C32H30N2O6S2, DFT wB97M-V/def2-TZVPD
C -2.745 4.377 3.738
O -2.176 3.063 3.995
C -0.939 2.805 3.484
C -0.431 1.471 3.558
C 0.737 1.123 2.877
C 1.488 2.118 2.230
N 2.646 1.825 1.520
C 3.369 0.631 1.554
N 4.554 0.989 0.993
C 5.781 0.228 0.973
C 4.526 2.287 0.472
C 3.338 2.803 0.796
C 1.056 3.454 2.300
C -0.157 3.813 2.878
H -3.754 4.319 4.145
H -2.175 5.168 4.252
H -2.786 4.596 2.657
H -0.999 0.743 4.142
H 1.070 0.089 2.810
H 5.678 -0.686 0.365
H 6.554 0.888 0.547
H 6.078 -0.059 1.990
H 5.333 2.730 -0.071
H 2.972 3.780 0.587
H 1.658 4.246 1.875
H -0.497 4.853 2.854
C -0.727 -2.305 -4.560
O -1.279 -3.173 -3.554
C -0.493 -3.537 -2.510
C -1.164 -4.235 -1.475
C -0.528 -4.425 -0.278
C 0.804 -3.988 -0.070
C 1.369 -4.151 1.238
C 2.682 -4.002 1.590
S 3.473 -5.230 2.633
C 4.140 -6.554 1.612
C 3.487 -7.789 1.586
C 4.047 -8.854 0.877
C 5.270 -8.686 0.218
C 5.921 -7.448 0.252
C 5.359 -6.377 0.953
O 4.626 -4.599 3.240
O 2.447 -5.851 3.448
S 3.386 -2.385 1.482
C 3.521 -1.907 3.203
C 4.769 -1.575 3.714
C 4.844 -1.093 5.017
C 3.692 -1.007 5.800
C 2.440 -1.355 5.280
C 2.355 -1.835 3.970
O 4.714 -2.580 0.921
O 2.449 -1.478 0.848
C 1.522 -3.463 -1.171
C 0.882 -3.202 -2.375
H -1.575 -2.123 -5.224
H -0.363 -1.361 -4.127
H 0.091 -2.792 -5.110
H -2.189 -4.568 -1.629
H -1.017 -4.958 0.538
H 0.712 -4.626 1.978
H 2.551 -7.913 2.127
H 3.516 -9.807 0.851
H 5.714 -9.520 -0.326
H 6.869 -7.308 -0.270
H 5.856 -5.409 0.995
H 5.647 -1.693 3.079
H 5.816 -0.790 5.403
H 3.781 -0.664 6.832
H 1.519 -1.246 5.862
H 1.401 -2.139 3.529
H 2.593 -3.283 -1.073
H 1.412 -2.720 -3.203
```

The value obtained for the energy above the lowest of the compared OMol25 structures with the same formula, charge and spin is 3.8 kcal per mole. The multiplicity is 1. The calculation puts the LUMO energy at -1.115 eV. The charge is 0. The orbital gap is 6.37 eV.

# 7
A cluster of 2 separate species, CHINO2P in total in a non-equilibrium geometry. Source: the Open Molecules 2025 dataset; level of theory: wB97M-V/def2-TZVPD.

Geometry as XYZ:
```
7
CHINO2P, DFT wB97M-V/def2-TZVPD
C -0.317 -1.230 0.437
N -0.814 -0.352 0.991
O -1.476 0.483 1.550
O 2.038 0.817 -0.438
P 1.055 0.295 -1.313
I -0.351 2.242 -1.693
H -0.137 -2.254 0.467
```

The value obtained for the energy above the lowest of the compared OMol25 structures with the same formula, charge and spin is 70.9 kcal per mole. The multiplicity is 1. As for the SMILES: C#[N+][O-].O=PI. The calculation puts the LUMO energy at -0.992 eV. The charge is 0. The orbital gap is 8.59 eV.

# 8
A structure of composition C26H32AgF6N2O3PS2. Source: the Open Molecules 2025 dataset; level of theory: wB97M-V/def2-TZVPD.

Geometry as XYZ:
```
73
C26H32AgF6N2O3PS2, DFT wB97M-V/def2-TZVPD
Ag -0.150 1.323 1.107
O -0.753 -0.699 -0.003
S -1.478 -1.784 -0.747
C -3.173 -1.205 -1.031
C -3.286 0.242 -1.494
C -3.303 1.237 -0.331
C -3.191 2.674 -0.832
S -2.209 3.801 0.175
O -0.801 3.188 0.240
C -2.910 3.597 1.791
C -4.279 3.417 1.960
C -4.785 3.339 3.247
C -3.935 3.443 4.339
C -2.575 3.644 4.154
C -2.055 3.737 2.874
C -0.866 -1.696 -2.423
C -1.153 -2.738 -3.295
C -0.634 -2.703 -4.580
C 0.175 -1.646 -4.976
C 0.468 -0.618 -4.089
C -0.052 -0.641 -2.803
H -3.690 -1.377 -0.084
H -3.575 -1.912 -1.760
H -4.195 0.350 -2.089
H -2.454 0.473 -2.166
H -2.477 1.001 0.340
H -4.207 1.109 0.264
H -4.153 3.166 -0.984
H -2.659 2.724 -1.786
H -4.948 3.339 1.113
H -5.847 3.192 3.394
H -4.335 3.366 5.341
H -1.913 3.712 5.006
H -0.994 3.889 2.726
H -1.763 -3.575 -2.974
H -0.850 -3.509 -5.269
H 0.586 -1.629 -5.977
H 1.105 0.200 -4.398
H 0.179 0.138 -2.086
C 1.640 -3.382 0.019
C 2.535 -2.726 -1.021
N 3.839 -2.336 -0.490
C 4.767 -3.420 -0.138
C 5.056 -3.466 1.354
C 4.368 -1.093 -0.555
O 5.552 -0.852 -0.397
C 3.450 0.092 -0.741
C 3.884 1.168 -1.505
C 3.122 2.324 -1.567
C 1.955 2.396 -0.830
N 1.565 1.363 -0.082
C 2.275 0.231 -0.030
H 0.728 -3.752 -0.453
H 1.359 -2.688 0.814
H 2.135 -4.236 0.481
H 2.048 -1.856 -1.457
H 2.708 -3.421 -1.849
H 5.691 -3.276 -0.699
H 4.312 -4.352 -0.473
H 5.520 -2.538 1.682
H 5.741 -4.284 1.577
H 4.140 -3.621 1.926
H 4.831 1.092 -2.024
H 3.435 3.174 -2.157
H 1.319 3.270 -0.814
H 1.893 -0.553 0.613
F 0.539 -0.239 2.619
P -0.384 0.283 3.939
F -1.321 0.877 5.056
F 0.296 1.745 3.684
F -1.535 0.772 2.744
F 0.763 -0.142 4.919
F -1.090 -1.126 3.959
```

The value obtained for the energy above the lowest of the compared OMol25 structures with the same formula, charge and spin is 11.3 kcal per mole. Its expectation value of S² is 0.75. The multiplicity is 2. The calculation puts the LUMO energy (alpha / beta) at -2.868 / -6.086 eV. The charge is +1. The orbital gap (alpha / beta) is 8.94 / 5.72 eV.

# 9
A structure of composition C14H14BrCsF6N2O10P2S2 in a non-equilibrium geometry. Source: the Open Molecules 2025 dataset; level of theory: wB97M-V/def2-TZVPD.

Geometry as XYZ:
```
52
C14H14BrCsF6N2O10P2S2, DFT wB97M-V/def2-TZVPD
Cs -0.143 0.016 0.221
Br 2.591 1.010 2.352
C 1.800 2.016 3.798
C 2.531 2.126 4.949
C 2.002 2.858 6.031
C 0.765 3.432 5.924
C -0.001 3.304 4.739
C -1.293 3.861 4.635
C -2.000 3.713 3.469
C -1.435 3.039 2.368
C -0.176 2.448 2.361
C 0.518 2.588 3.607
H 3.500 1.653 5.025
H 2.582 2.950 6.942
H 0.344 3.992 6.755
H -1.706 4.393 5.487
H -3.003 4.129 3.399
H -2.039 2.986 1.460
F 1.988 -3.184 1.469
C 0.938 -3.753 2.062
F 1.066 -5.089 1.959
F 0.971 -3.435 3.365
S -0.696 -3.209 1.357
O -0.782 -1.810 1.678
O -1.609 -4.098 2.017
N -0.417 -3.518 -0.156
S -1.387 -2.739 -1.136
O -0.915 -1.448 -1.544
O -2.748 -2.803 -0.689
C -1.359 -3.914 -2.610
F -1.329 -3.285 -3.782
F -2.526 -4.593 -2.564
F -0.385 -4.818 -2.557
N 0.920 1.201 -3.753
C 0.134 -0.096 -3.818
C -0.017 -0.586 -5.242
P 1.286 -1.145 -2.774
O 2.600 -0.842 -3.839
O 1.153 -2.616 -2.818
O 1.600 -0.336 -1.566
P -1.466 0.537 -3.069
O -1.594 1.750 -4.291
O -2.698 -0.258 -3.243
O -1.059 1.290 -1.848
H 1.887 1.045 -4.044
H 0.881 1.387 -2.735
H 0.420 1.942 -4.249
H 0.959 -0.791 -5.685
H -0.549 0.150 -5.846
H -0.594 -1.508 -5.237
H 3.035 -1.706 -3.877
H -2.546 1.770 -4.459
```

The value obtained for the energy above the lowest of the compared OMol25 structures with the same formula, charge and spin is 89.6 kcal per mole. The multiplicity is 1. The calculation puts the LUMO energy at 3.852 eV. The charge is -2. The orbital gap is 5.03 eV.

# 10
A structure of composition C44H58N5O3Ti in a non-equilibrium geometry. Source: the Open Molecules 2025 dataset; level of theory: wB97M-V/def2-TZVPD.

Geometry as XYZ:
```
111
C44H58N5O3Ti, DFT wB97M-V/def2-TZVPD
Ti 0.410 0.241 -0.082
C 3.201 3.795 -3.840
C 3.913 2.437 -3.905
C 3.213 1.282 -3.315
C 2.675 0.149 -3.910
C 2.652 -0.273 -5.345
C 1.199 -0.344 -5.894
C 1.910 -0.525 -2.871
N 2.053 0.125 -1.624
C 2.917 1.187 -1.898
C 3.401 2.097 -0.964
C 2.957 2.129 0.343
C 3.551 2.984 1.341
C 4.648 3.969 1.131
C 5.984 3.281 1.296
C 2.937 2.633 2.551
C 2.040 1.510 2.261
C 1.360 0.797 3.270
C 0.413 -0.248 3.070
N 0.186 -0.816 1.836
C -0.884 -1.686 2.041
C -1.329 -2.604 1.059
C -0.823 -2.636 -0.221
N 0.077 -1.709 -0.757
C 0.292 -2.123 -2.059
C 1.184 -1.673 -3.002
C -0.441 -3.284 -2.382
C -1.089 -3.669 -1.201
C -1.948 -4.880 -0.992
C -1.646 -5.776 0.206
C -0.644 -3.926 -3.722
C 0.138 -5.218 -3.882
C -1.328 -1.580 3.439
C -0.470 -0.720 4.075
C -0.404 -0.305 5.508
C 0.719 -0.928 6.375
C -2.551 -2.198 4.017
C -3.836 -2.014 3.170
N 2.019 1.272 0.928
C 3.161 3.245 3.892
C 1.865 3.712 4.581
H 3.694 4.509 -4.503
H 3.182 4.189 -2.767
H 2.151 3.680 -4.151
H 4.869 2.565 -3.374
H 4.159 2.221 -4.972
H 3.113 -1.294 -5.419
H 3.306 0.349 -5.971
H 0.629 -1.098 -5.272
H 1.239 -0.648 -6.945
H 0.791 0.679 -5.762
H 4.214 2.807 -1.225
H 4.543 4.805 1.800
H 4.487 4.432 0.145
H 6.142 2.773 2.241
H 6.771 4.011 1.118
H 6.141 2.532 0.479
H 1.654 1.061 4.305
H -2.164 -3.275 1.308
H 1.368 -2.352 -3.810
H -1.870 -5.498 -1.899
H -2.987 -4.540 -1.034
H -0.637 -6.192 0.176
H -2.375 -6.580 0.346
H -1.724 -5.193 1.186
H -0.337 -3.212 -4.526
H -1.723 -4.038 -3.876
H 1.237 -5.065 -3.709
H -0.067 -5.719 -4.851
H -0.178 -5.930 -3.078
H -1.416 -0.530 5.898
H -0.314 0.775 5.610
H 0.647 -2.013 6.374
H 0.600 -0.565 7.381
H 1.717 -0.704 5.919
H -2.691 -1.754 4.992
H -2.415 -3.252 4.170
H -3.919 -0.991 2.847
H -4.769 -2.185 3.753
H -3.840 -2.661 2.271
H 3.824 4.132 3.710
H 3.738 2.606 4.569
H 1.249 4.211 3.811
H 2.108 4.469 5.314
H 1.260 2.926 5.071
C -0.673 3.676 0.207
C -1.480 2.535 0.679
C -2.831 2.764 1.239
O -0.900 1.384 0.783
H -1.366 4.436 -0.235
H -0.023 3.325 -0.628
H -0.067 4.157 1.026
H -3.459 1.894 1.019
H -3.158 3.622 0.678
H -2.830 2.991 2.289
C -7.194 -0.883 -0.532
C -6.029 -1.930 -0.245
C -4.782 -1.141 -0.130
N -3.867 -0.428 0.003
H -8.146 -1.243 -0.196
H -7.287 -0.745 -1.623
H -7.012 0.067 -0.038
H -5.962 -2.624 -1.060
H -6.116 -2.424 0.716
C -2.783 1.638 -2.302
C -1.643 0.566 -2.254
O -1.703 -0.453 -2.922
O -0.572 0.934 -1.609
H -3.230 1.562 -3.300
H -2.424 2.662 -2.192
H -3.554 1.503 -1.546
```

The value obtained for the energy above the lowest of the compared OMol25 structures with the same formula, charge and spin is 0.0 kcal per mole. Its expectation value of S² is 2.07. The multiplicity is 3. The calculation puts the LUMO energy (alpha / beta) at 2.305 / 2.302 eV. The charge is -1. The orbital gap (alpha / beta) is 3.74 / 5.36 eV.

# 11
A cluster of 2 separate species, C9H9NO3 in total in a non-equilibrium geometry. Source: the Open Molecules 2025 dataset; level of theory: wB97M-V/def2-TZVPD.

Geometry as XYZ:
```
22
C9H9NO3, DFT wB97M-V/def2-TZVPD
C 1.621 0.914 -0.204
C 0.486 1.853 1.734
C 1.431 -0.342 0.285
C 0.222 0.616 2.190
C 1.085 2.119 0.387
C -1.294 -2.293 -1.221
C 0.216 -1.865 1.620
C 0.640 -0.589 1.440
C -1.366 0.588 -2.050
N -0.941 -1.755 -2.228
O 1.265 3.253 -0.034
O -1.836 -3.135 -0.632
O -0.565 -0.506 -2.518
H 2.249 1.225 -1.103
H 0.125 2.829 2.091
H 1.745 -1.293 -0.100
H -0.374 0.262 3.028
H -0.545 -2.138 2.361
H 0.472 -2.493 0.727
H -0.835 1.529 -2.265
H -1.493 0.535 -0.942
H -2.309 0.687 -2.565
```

The value obtained for the energy above the lowest of the compared OMol25 structures with the same formula, charge and spin is 94.8 kcal per mole. The multiplicity is 1. As for the SMILES: C=C1C=CC(=O)C=C1.CON=C=O. The calculation puts the LUMO energy at -1.141 eV. The charge is 0. The orbital gap is 8.27 eV.

Electronic energy
In order: -8832.7847, -7763.2082, -26020.0561, -12531.9402, -29689.3542, -70600.4779, -24024.7626, -87866.0410, -165348.2524, -83281.3233, -17106.2507
Unit: eV